(w)
2 unconnected molecules or ions with the total composition C3H10N. Source: the Open Molecules 2025 dataset; level of theory: the ωB97M-V functional and the def2-TZVPD basis.

Results
Gap between HOMO and LUMO, eV: 9.92
Total charge: +1
E_LUMO, eV: -4.2

Element x y z (Å)
N  -0.80203  1.62008  0.86347
H  0.13276  2.02041  0.93574
H  -0.73983  0.92544  0.05488
H  -0.82813  0.97724  1.75375
H  -1.64766  2.24754  0.77916
C  1.43950  -0.59458  -0.19680
C  0.21544  -0.84375  -0.92315
C  -0.94938  -1.33947  -0.54601
H  1.65493  0.57221  -0.12290
H  1.61858  -0.93322  0.89056
H  2.17786  -0.94985  -0.79084
H  0.46641  -0.70222  -1.94631
H  -1.73694  -1.31597  -1.20921
H  -1.00150  -1.68384  0.45765

Results of the Mulliken charge analysis, in e, for atoms 1 through 8: -0.516 0.381 0.257 0.435 0.391 -0.916 -0.078 -0.791

(x)
A gas-phase ion, C3H10N (charge +1). Source: the Open Molecules 2025 dataset; level of theory: the ωB97M-V functional and the def2-TZVPD basis.

Results
Gap between HOMO and LUMO, eV: 13.97
Total charge: +1
E_LUMO, eV: -3.5

Element x y z (Å)
C  -1.18164  1.04340  -1.03181
C  -0.43574  0.64926  0.20984
N  0.74454  -0.33944  -0.10689
C  0.95494  -1.33706  0.98053
H  -1.90066  0.24907  -1.24567
H  -1.72864  1.98227  -0.96995
H  -0.57040  1.22122  -1.92407
H  0.06733  1.51547  0.62889
H  -1.08547  0.03038  0.81877
H  1.51342  0.29725  -0.16229
H  0.56115  -0.77027  -1.01735
H  0.89711  -0.75938  1.90499
H  1.97973  -1.68481  0.92769
H  0.18433  -2.09736  0.98732

Results of the Mulliken charge analysis, in e, for atoms 1 through 8: -1.275 -0.174 -0.217 -0.877 0.367 0.349 0.367 0.343

On energetic grounds, (x) is preferred over the next structure by 31.4 kcal/mol.

(w)
A single C18H21N5O molecule. Source: the Open Molecules 2025 dataset; level of theory: the ωB97M-V functional and the def2-TZVPD basis.

Results
Gap between HOMO and LUMO, eV: 7.31
Total charge: 0
E_LUMO, eV: -0.4

Element x y z (Å)
C  -3.87278  1.45664  -4.72278
C  -3.05902  1.16995  -3.44066
C  -2.69618  -0.03570  -2.99311
C  -1.72501  0.06675  -1.93243
C  -1.54199  1.35520  -1.82700
C  -0.49716  1.81808  -0.80021
C  0.00186  3.12542  -0.93206
C  0.97807  3.59439  -0.04990
N  1.36281  4.83745  -0.20995
C  2.23989  5.29609  0.69248
C  2.73159  4.46910  1.72574
N  2.20088  3.28210  2.02527
C  1.38754  2.75003  1.07043
C  0.77057  1.45080  1.13144
N  0.95710  0.47001  2.00087
C  0.06626  -0.65004  2.20826
C  0.46397  -1.87949  1.28603
C  1.71500  -2.61538  1.93071
C  2.05805  -3.88198  1.13441
C  0.78485  -4.78609  1.00343
N  -0.34200  -4.05189  0.43479
C  -0.71731  -2.92169  1.36538
N  0.00515  0.98669  0.14181
O  -2.33657  2.06763  -2.70937
H  -4.34754  0.64637  -5.18881
H  -4.82572  2.06335  -4.48371
H  -3.19580  1.94641  -5.42056
H  -2.84683  -1.00105  -3.36852
H  -1.23866  -0.75792  -1.42781
H  -0.37347  3.64430  -1.74674
H  2.59522  6.36143  0.70891
H  3.43761  4.92713  2.45667
H  1.78073  0.61284  2.53684
H  0.16069  -0.96418  3.26130
H  -0.95306  -0.39123  1.97134
H  0.55456  -1.32872  0.38521
H  1.66605  -2.88974  3.05931
H  2.55249  -1.85134  1.86463
H  2.40011  -3.51225  0.24490
H  2.78396  -4.63207  1.45402
H  1.10971  -5.62378  0.30501
H  0.38714  -5.27642  1.84311
H  -0.12276  -3.65217  -0.46593
H  -0.78326  -3.34600  2.41794
H  -1.67676  -2.34899  1.05927

Results of the Mulliken charge analysis, in e, for atoms 1 through 8: -1.226 0.210 -0.647 0.477 -0.068 -0.114 -0.553 0.652

(x)
A single C18H21N5O molecule. Source: the Open Molecules 2025 dataset; level of theory: the ωB97M-V functional and the def2-TZVPD basis.

Results
Gap between HOMO and LUMO, eV: 8.51
Total charge: 0
E_LUMO, eV: 0.7

Element x y z (Å)
C  3.25034  -4.29036  0.96247
C  2.22026  -5.19952  1.62698
O  1.53546  -4.56413  2.68700
C  0.56134  -3.65231  2.41624
C  0.02743  -2.99898  3.52944
C  -0.97175  -2.06328  3.38103
C  -1.47825  -1.75199  2.12322
C  -2.57994  -0.72090  1.98949
N  -2.68985  -0.10481  0.69044
C  -1.64990  0.57823  0.10208
C  -1.72710  0.89551  -1.25890
C  -0.73291  1.62211  -1.87561
C  0.37712  2.05709  -1.15823
C  1.42668  2.90269  -1.82774
N  1.02671  4.30433  -1.89994
C  0.23293  4.69958  -2.92549
N  0.06842  4.08532  -4.08220
C  -0.72702  4.92754  -4.77639
N  -1.06691  6.01360  -4.13714
N  -0.45344  5.87094  -2.93625
C  0.45390  1.74849  0.19288
C  -0.53553  1.01648  0.81995
C  -0.95281  -2.40856  1.02331
C  0.05828  -3.34563  1.15781
H  2.77184  -3.42347  0.51317
H  3.78155  -4.84084  0.19084
H  3.96484  -3.94131  1.70368
H  2.72480  -6.04612  2.10141
H  1.51173  -5.59316  0.88754
H  0.42120  -3.24442  4.50310
H  -1.36761  -1.56345  4.25379
H  -3.54350  -1.19272  2.21010
H  -2.42743  0.06412  2.73948
H  -3.30580  -0.56801  0.04018
H  -2.58250  0.55970  -1.82919
H  -0.80678  1.85993  -2.92643
H  2.36966  2.85965  -1.27596
H  1.58758  2.57839  -2.85659
H  0.81405  4.72482  -1.00546
H  -1.05392  4.71653  -5.77357
H  -0.52542  6.58901  -2.23549
H  1.31046  2.07495  0.76723
H  -0.43331  0.77817  1.86638
H  -1.32106  -2.18721  0.03219
H  0.43617  -3.82602  0.26916

Results of the Mulliken charge analysis, in e, for atoms 1 through 8: -1.019 -0.421 -0.463 0.828 -0.588 -0.747 0.445 -1.210

On energetic grounds, (x) is preferred over the next structure by 76.1 kcal/mol.

(w)
A molecular structure, C35H35FN5O6S2Tc. Source: the Open Molecules 2025 dataset; level of theory: the ωB97M-V functional and the def2-TZVPD basis.

Results
Gap between HOMO and LUMO (spin up / spin down), eV: 3.67 / 5.50
Total charge: -1
E_LUMO (spin up / spin down), eV: 2.1 / 2.1
2S+1: 2

Element x y z (Å)
Tc  0.38255  -0.19268  0.09191
N  2.18182  -1.79231  8.20438
C  1.67700  -1.19660  7.04841
C  1.91781  0.15464  6.78909
C  1.35116  0.76524  5.68557
C  0.53824  0.03584  4.83369
C  0.29877  -1.30628  5.07230
C  0.86582  -1.92181  6.17420
S  -0.16746  0.83185  3.40556
O  0.01169  2.24629  3.57228
O  -1.51511  0.33739  3.26552
N  0.67420  0.20284  2.16560
C  1.97994  0.47773  1.97780
N  2.30512  0.08598  0.69851
C  3.56200  0.22768  0.31468
C  4.51792  0.74682  1.18003
C  4.09700  1.11368  2.44409
N  2.83504  0.98326  2.85807
H  2.98053  -1.33427  8.60878
H  2.27002  -2.79362  8.18033
H  2.55607  0.71978  7.45984
H  1.52590  1.80733  5.45762
H  -0.33814  -1.85622  4.38966
H  0.68092  -2.97265  6.36800
H  3.79285  -0.08749  -0.69516
H  5.54610  0.86568  0.86997
H  4.78095  1.52384  3.17969
C  -1.59384  4.26602  -5.83500
C  -0.11122  3.92965  -5.65228
C  0.57385  3.56604  -6.96537
C  -0.01446  2.28209  -7.53944
C  -0.05133  1.20380  -6.48644
C  -0.13414  -0.13030  -6.86816
C  -0.13558  -1.11257  -5.89861
F  -0.22596  -2.40047  -6.29640
C  -0.03840  -0.83659  -4.56021
C  0.04087  0.49924  -4.14979
C  0.15464  0.81689  -2.73833
O  0.24054  -0.15197  -1.95213
C  0.14322  2.19855  -2.38318
C  0.08102  3.12750  -3.37079
N  0.05128  2.83868  -4.69787
C  0.00946  1.51844  -5.12540
C  0.16726  2.73968  -0.95528
O  0.04280  3.96062  -0.83155
O  0.32292  1.89190  -0.03286
H  -1.71800  5.06463  -6.56821
H  -2.01750  4.59640  -4.88640
H  -2.15014  3.38890  -6.16702
H  0.38863  4.80418  -5.23221
H  1.63993  3.41855  -6.77582
H  0.46880  4.39235  -7.66932
H  0.58749  1.94449  -8.38461
H  -1.01934  2.46892  -7.92918
H  -0.19310  -0.39346  -7.91613
H  -0.01921  -1.61722  -3.81282
H  0.05763  4.17519  -3.09963
C  0.38150  -2.05253  0.12899
C  0.32846  -3.42897  0.05438
C  0.27778  -4.11332  -1.20711
C  0.23161  -5.48622  -1.27035
C  0.22817  -6.26819  -0.10946
C  0.26449  -5.62404  1.13356
C  0.30754  -4.25292  1.22868
H  0.28332  -3.51255  -2.10968
H  0.20192  -5.97338  -2.24003
H  0.21029  -7.34912  -0.17131
H  0.26397  -6.22388  2.03829
H  0.34013  -3.76566  2.19632
C  -4.77456  0.24219  1.14278
C  -4.40454  0.12888  -0.32492
S  -2.89361  -0.84242  -0.68423
O  -1.82482  -0.03721  -0.02393
C  -3.16208  -2.33792  0.36146
C  -2.78282  -2.15873  1.82149
H  -5.55116  0.99865  1.26968
H  -3.90577  0.54170  1.73163
H  -5.16030  -0.70244  1.52380
H  -4.15207  1.11002  -0.72985
H  -5.20004  -0.30764  -0.93383
H  -2.50522  -3.07223  -0.10871
H  -4.20052  -2.64421  0.20977
H  -1.90886  -1.51262  1.90701
H  -2.52338  -3.13333  2.23560
H  -3.58014  -1.72411  2.41944

Results of the Mulliken charge analysis, in e, for atoms 1 through 8: -0.083 -0.592 1.187 -0.778 -0.285 -0.628 -0.278 -0.769

(x)
A molecular structure, C35H35FN5O6S2Tc. Source: the Open Molecules 2025 dataset; level of theory: the ωB97M-V functional and the def2-TZVPD basis.

Results
Gap between HOMO and LUMO (spin up / spin down), eV: 4.19 / 6.47
Total charge: -1
E_LUMO (spin up / spin down), eV: 2.2 / 2.2
2S+1: 2

Element x y z (Å)
Tc  0.19279  0.63125  0.71197
N  2.24672  -2.13876  8.72641
C  1.75202  -1.41637  7.63538
C  2.12839  -0.08706  7.44163
C  1.60291  0.64391  6.39180
C  0.69645  0.05508  5.52363
C  0.30191  -1.26075  5.71723
C  0.83318  -1.99709  6.76229
S  -0.04191  0.97814  4.21984
O  0.27960  2.36589  4.47032
O  -1.41339  0.57099  4.15967
N  0.64821  0.48704  2.84673
C  1.99339  0.54487  2.63402
N  2.21592  0.73990  1.30352
C  3.44769  0.72370  0.84465
C  4.52480  0.57108  1.70216
C  4.21163  0.42493  3.04584
N  2.97914  0.39971  3.52816
H  3.11988  -1.80865  9.10102
H  2.21802  -3.13939  8.62833
H  2.83721  0.37190  8.12302
H  1.89183  1.67332  6.22915
H  -0.42757  -1.69864  5.04746
H  0.52537  -3.02615  6.91519
H  3.56385  0.85969  -0.22518
H  5.54275  0.57320  1.34325
H  5.00537  0.31318  3.78133
C  -4.30096  -1.35615  -5.16059
C  -3.90751  0.10785  -4.98386
C  -3.55064  0.78235  -6.30119
C  -2.28134  0.17974  -6.88630
C  -1.17466  0.18181  -5.86493
C  0.17630  0.16230  -6.29185
C  1.16227  0.15860  -5.33359
F  2.46213  0.14860  -5.74759
C  0.91477  0.17203  -3.98123
C  -0.43050  0.18590  -3.52718
C  -0.72785  0.18451  -2.14141
O  0.27779  0.20608  -1.31243
C  -2.11630  0.11537  -1.74670
C  -3.06511  0.13503  -2.70953
N  -2.79356  0.23769  -4.04723
C  -1.46591  0.19538  -4.51402
C  -2.60907  -0.13031  -0.33538
O  -3.79529  -0.39753  -0.16502
O  -1.75929  -0.05442  0.63063
H  -5.08468  -1.45861  -5.91576
H  -4.66877  -1.76646  -4.21916
H  -3.43824  -1.95059  -5.46779
H  -4.74423  0.64693  -4.53389
H  -3.39637  1.84862  -6.11564
H  -4.38933  0.68187  -6.99400
H  -1.96913  0.74032  -7.77077
H  -2.48236  -0.84326  -7.22613
H  0.43002  0.16840  -7.34399
H  1.71831  0.18408  -3.26055
H  -4.10830  0.06170  -2.42995
C  -0.02337  2.28848  0.62400
C  -0.13078  3.74582  0.55887
C  0.11481  4.50683  1.69798
C  0.04469  5.89329  1.63025
C  -0.27905  6.51975  0.43421
C  -0.53907  5.75768  -0.69723
C  -0.46476  4.37274  -0.63624
H  0.33104  3.99746  2.63066
H  0.23746  6.48256  2.51829
H  -0.33536  7.60067  0.38489
H  -0.80066  6.24018  -1.63075
H  -0.66229  3.76437  -1.51141
C  1.33237  -4.75177  1.07084
C  0.01553  -4.07296  1.40660
S  -0.37704  -2.57103  0.52757
O  0.78531  -1.62269  0.88261
C  -0.11507  -3.07972  -1.19517
C  1.29348  -2.83053  -1.71741
H  1.49133  -5.59741  1.74234
H  2.16346  -4.05767  1.19650
H  1.34751  -5.13042  0.04953
H  0.00795  -3.74069  2.44729
H  -0.85144  -4.72313  1.26199
H  -0.83523  -2.48450  -1.75866
H  -0.41830  -4.12851  -1.24989
H  1.60316  -1.82162  -1.45395
H  1.28469  -2.90313  -2.80573
H  2.02126  -3.53684  -1.31983

Results of the Mulliken charge analysis, in e, for atoms 1 through 8: 0.178 -0.591 1.092 -0.790 -0.121 -0.497 -0.697 -0.655

On energetic grounds, (x) is preferred over the next structure by 21.5 kcal/mol.

(w)
2 unconnected molecules or ions with the total composition C3H10N2O2. Source: the Open Molecules 2025 dataset; level of theory: the ωB97M-V functional and the def2-TZVPD basis.

Results
Gap between HOMO and LUMO (spin up / spin down), eV: 8.57 / 9.36
Total charge: 0
E_LUMO (spin up / spin down), eV: 0.3 / 0.5

Element x y z (Å)
C  -0.23687  -0.45343  -0.12877
C  0.30241  -1.83764  0.23426
C  -1.14428  -0.42288  -1.35544
N  -0.64661  0.22035  1.01598
N  1.30640  1.37317  0.48479
O  -1.65384  1.11249  0.71656
O  2.30797  2.34235  0.66910
H  -1.80659  1.55735  1.56015
H  1.96514  3.11152  0.19634
H  1.68982  0.61153  1.05355
H  0.71720  0.21356  -0.43516
H  -0.51882  -2.54007  0.39731
H  -2.10088  -0.90173  -1.13278
H  0.89689  -1.79749  1.14807
H  0.93068  -2.22127  -0.57149
H  -0.66577  -0.96441  -2.17214
H  -1.34284  0.59662  -1.68032

Results of the Mulliken charge analysis, in e, for atoms 1 through 8: 0.847 -1.152 -1.376 -0.461 -0.279 -0.358 -0.447 0.370

(x)
A single C3H10N2O2 molecule. Source: the Open Molecules 2025 dataset; level of theory: the ωB97M-V functional and the def2-TZVPD basis.

Results
Gap between HOMO and LUMO, eV: 9.47
Total charge: 0
E_LUMO, eV: 0.9

Element x y z (Å)
C  1.10579  1.20652  0.83278
C  0.29398  0.63330  -0.30867
O  0.71359  1.04423  -1.52599
C  0.50320  -1.19374  -0.27436
N  -0.39432  -2.00657  -1.05699
O  -1.09242  0.82354  -0.20888
N  -1.60693  0.53890  1.11046
H  0.96911  2.28972  0.82193
H  0.78633  0.81422  1.79409
H  2.15732  0.99496  0.65528
H  0.57499  -0.09956  -1.56083
H  1.54224  -1.50054  -0.42132
H  0.27303  -1.34400  0.77961
H  -1.34041  -1.64373  -0.99854
H  -0.12686  -1.99005  -2.03603
H  -1.91421  1.44221  1.46882
H  -2.44443  -0.00940  0.92864

Results of the Mulliken charge analysis, in e, for atoms 1 through 8: -1.476 1.083 -0.674 -0.951 -0.583 -0.271 -0.536 0.411

On energetic grounds, (x) is preferred over the next structure by 45.1 kcal/mol.